--- 1 ---
A cluster of 2 separate species, C3H6N3P in total, computed with ωB97M-V with the def2-TZVPD basis set.

Calculated values
HOMO energy (alpha / beta) = -6.985 / -6.974 eV
E_LUMO (alpha / beta) = -0.18 / -0.20 eV
gap between HOMO and LUMO (alpha / beta) = 0.250 / 0.249 Eh

Geometry as ORCA input:
```
! wB97M-V def2-TZVPD RIJCOSX def2/J DEFGRID3
* xyz 0 1
C 1.387 0.090 -0.044
C 0.813 0.672 -1.151
C 0.792 -1.174 0.247
N -0.252 -0.024 -1.570
N -0.188 -1.135 -0.734
N -1.365 0.926 1.323
P -2.126 -0.449 1.477
H 2.297 0.520 0.274
H 1.050 1.578 -1.763
H -1.070 -1.716 -0.765
H -0.426 1.007 0.960
H -1.869 1.630 0.852
H 0.958 -1.926 0.894
*
```


--- 2 ---
A structure of composition C3H6N3P, computed with ωB97M-V with the def2-TZVPD basis set.

Calculated values
HOMO energy = -9.059 eV
E_LUMO = 0.82 eV
gap between HOMO and LUMO = 0.363 Eh

Geometry as ORCA input:
```
! wB97M-V def2-TZVPD RIJCOSX def2/J DEFGRID3
* xyz 0 1
C 0.555 0.489 0.487
C -0.502 0.494 1.523
C -0.739 -0.878 -1.144
N 1.696 1.081 0.647
N 1.443 0.056 -1.586
N 0.399 -0.100 -0.744
P 2.594 0.919 -0.759
H -0.277 -0.341 2.154
H -1.558 0.408 1.060
H -0.453 1.314 2.155
H -0.959 -1.601 -0.346
H -1.613 -0.302 -1.373
H -0.587 -1.540 -2.076
*
```


--- 3 ---
A cluster of 2 separate species, C3H6N3P in total, computed with ωB97M-V with the def2-TZVPD basis set.

Calculated values
HOMO energy = -9.637 eV
SMILES string = c1cn[nH]n1.C=P
E_LUMO = 0.36 eV
gap between HOMO and LUMO = 0.367 Eh

Geometry as ORCA input:
```
! wB97M-V def2-TZVPD RIJCOSX def2/J DEFGRID3
* xyz 0 1
C 2.552 0.232 1.020
C 1.211 -0.158 1.166
C -3.088 -0.444 -0.264
N 2.689 0.815 -0.158
N 1.492 0.641 -0.769
N 0.583 0.121 -0.006
P -2.685 -0.525 -1.894
H 3.185 0.290 1.835
H 0.612 -0.459 2.031
H 1.348 0.933 -1.694
H -2.406 -0.474 0.544
H -4.168 -0.378 -0.112
H -1.324 -0.595 -1.698
*
```


--- 4 ---
A cluster of 2 separate species, C3H6N3P in total, computed with ωB97M-V with the def2-TZVPD basis set.

Calculated values
HOMO energy = -8.054 eV
SMILES string = [H]/N=N/C#[PH2].CC#N
E_LUMO = 0.54 eV
gap between HOMO and LUMO = 0.316 Eh

Geometry as ORCA input:
```
! wB97M-V def2-TZVPD RIJCOSX def2/J DEFGRID3
* xyz 0 1
C -1.102 -0.477 1.416
C 0.792 0.559 -1.627
C -0.967 -0.178 2.783
N -1.121 -0.796 0.318
N -0.069 -0.109 -2.095
N -1.119 -0.486 -2.630
P 2.590 0.619 -1.397
H -0.289 0.657 3.018
H -1.940 0.337 3.290
H -0.731 -1.120 3.358
H -1.840 -0.921 -1.894
H 2.916 1.823 -1.920
H 2.879 0.094 -2.621
*
```


Sorted by energy, starting with the most stable: 2, 3, 1, 4.


--- 1 ---
An isolated molecule of C3H5NO2, computed with ωB97M-V with the def2-TZVPD basis set.

Calculated values
HOMO energy (alpha / beta) = -9.195 / -9.195 eV
SMILES string = C=[N+]([O-])C(C)=O
E_LUMO (alpha / beta) = -0.16 / -0.16 eV
gap between HOMO and LUMO (alpha / beta) = 0.332 / 0.332 Eh

Geometry as ORCA input:
```
! wB97M-V def2-TZVPD RIJCOSX def2/J DEFGRID3
* xyz 0 1
C 1.617 -1.097 -0.113
C -1.377 0.959 0.015
C -0.597 -0.304 0.037
N 0.909 -0.025 0.091
O 1.300 1.149 -0.075
O -1.010 -1.410 0.167
H 2.672 -1.000 -0.303
H 1.184 -2.067 0.057
H -0.799 1.744 -0.465
H -2.336 0.795 -0.464
H -1.563 1.256 1.053
*
```


--- 2 ---
A structure of composition C3H5NO2, computed with ωB97M-V with the def2-TZVPD basis set.

Calculated values
HOMO energy = -9.515 eV
E_LUMO = 0.17 eV
gap between HOMO and LUMO = 0.356 Eh

Geometry as ORCA input:
```
! wB97M-V def2-TZVPD RIJCOSX def2/J DEFGRID3
* xyz 0 1
C 1.466 -0.339 -0.302
C 0.081 0.213 -0.417
C -1.118 -0.612 0.205
N 1.150 0.656 0.527
O 2.222 -1.183 -0.677
O -0.254 1.142 -1.368
H -1.802 0.102 0.619
H -0.599 -1.035 1.018
H -1.448 -1.334 -0.470
H 0.983 0.472 1.801
H -0.681 1.918 -0.934
*
```


--- 3 ---
An isolated molecule of C3H5NO2, computed with ωB97M-V with the def2-TZVPD basis set.

Calculated values
HOMO energy = -9.384 eV
SMILES string = NC(=O)/C=C/O
E_LUMO = 0.69 eV
gap between HOMO and LUMO = 0.370 Eh

Geometry as ORCA input:
```
! wB97M-V def2-TZVPD RIJCOSX def2/J DEFGRID3
* xyz 0 1
N -2.040 -0.375 0.010
C -0.920 0.335 -0.346
O -0.986 1.347 -1.026
C 0.359 -0.219 0.125
C 1.502 0.398 -0.219
O 2.692 0.089 0.281
H -2.009 -1.036 0.769
H -2.925 0.078 -0.164
H 0.367 -1.195 0.598
H 2.406 -0.635 0.892
H 1.553 1.212 -0.921
*
```


--- 4 ---
An isolated molecule of C3H5NO2, computed with ωB97M-V with the def2-TZVPD basis set.

Calculated values
HOMO energy = -9.179 eV
E_LUMO = 0.90 eV
gap between HOMO and LUMO = 0.370 Eh

Geometry as ORCA input:
```
! wB97M-V def2-TZVPD RIJCOSX def2/J DEFGRID3
* xyz 0 1
C 0.506 1.630 -0.996
C -0.118 0.999 0.220
O -0.541 1.582 1.174
C -0.148 -1.124 1.212
O -0.195 -0.371 0.062
N -0.414 -2.364 0.827
H 0.912 2.604 -0.720
H 1.288 0.989 -1.407
H -0.257 1.775 -1.767
H -0.379 -3.094 1.521
H -0.655 -2.626 -0.126
*
```


Sorted by energy, starting with the most stable: 3, 4, 1, 2.


--- 1 ---
An isolated molecule of C3H5NO2, computed with ωB97M-V with the def2-TZVPD basis set.

Calculated values
HOMO energy = -9.614 eV
SMILES string = OC1(O)C=NC1
E_LUMO = 0.63 eV
gap between HOMO and LUMO = 0.377 Eh

Geometry as ORCA input:
```
! wB97M-V def2-TZVPD RIJCOSX def2/J DEFGRID3
* xyz 0 1
C -0.938 -0.246 1.010
C -0.771 0.123 -1.031
C 0.405 -0.082 0.079
N -1.762 0.027 0.089
O 1.234 -1.158 0.010
O 1.091 1.162 0.390
H -0.836 -0.225 2.025
H -0.768 1.108 -1.614
H -0.940 -0.784 -1.642
H 1.469 -1.268 0.929
H 1.816 1.342 -0.244
*
```


--- 2 ---
An isolated molecule of C3H5NO2, computed with ωB97M-V with the def2-TZVPD basis set.

Calculated values
HOMO energy = -10.249 eV
SMILES string = [H]/N=C1/COCO1
E_LUMO = 0.88 eV
gap between HOMO and LUMO = 0.409 Eh

Geometry as ORCA input:
```
! wB97M-V def2-TZVPD RIJCOSX def2/J DEFGRID3
* xyz 0 1
N -1.494 1.486 -0.455
C -0.690 0.692 0.092
C 0.658 0.699 0.744
O 1.301 -0.226 -0.129
C 0.343 -1.209 -0.473
O -0.911 -0.671 -0.153
H -1.984 0.729 -0.951
H 1.225 1.630 0.736
H 0.581 0.307 1.769
H 0.413 -1.405 -1.552
H 0.482 -2.131 0.097
*
```


--- 3 ---
A structure of composition C3H5NO2, computed with ωB97M-V with the def2-TZVPD basis set.

Calculated values
HOMO energy = -10.069 eV
E_LUMO = 0.47 eV
gap between HOMO and LUMO = 0.387 Eh

Geometry as ORCA input:
```
! wB97M-V def2-TZVPD RIJCOSX def2/J DEFGRID3
* xyz 0 1
C -0.781 -0.217 -0.161
C -1.616 0.528 0.537
C 0.769 -0.172 -0.064
N -3.433 -0.022 0.013
O -3.469 -0.942 -0.704
O -4.310 0.569 0.502
H -1.066 -0.928 -0.924
H -1.444 1.325 1.154
H 0.942 -0.097 0.971
H 1.148 -1.061 -0.760
H 1.129 0.752 -0.536
*
```


--- 4 ---
A structure of composition C3H5NO2, computed with ωB97M-V with the def2-TZVPD basis set.

Calculated values
HOMO energy = -9.369 eV
E_LUMO = -0.52 eV
gap between HOMO and LUMO = 0.325 Eh

Geometry as ORCA input:
```
! wB97M-V def2-TZVPD RIJCOSX def2/J DEFGRID3
* xyz 0 1
N 0.682 -1.649 -0.076
C -0.473 -1.717 -0.358
O -1.437 -0.212 -0.131
C -0.778 0.654 0.527
C 1.084 0.922 -0.247
O 1.823 1.651 0.357
H 0.810 -0.256 0.162
H -1.277 -2.329 -0.728
H -0.507 0.473 1.577
H -0.909 1.701 0.234
H 0.971 0.935 -1.356
*
```


Sorted by energy, starting with the most stable: 2, 1, 4, 3.


--- 1 ---
An isolated molecule of C3H5NO2, computed with ωB97M-V with the def2-TZVPD basis set.

Calculated values
HOMO energy = -9.253 eV
E_LUMO = 0.79 eV
gap between HOMO and LUMO = 0.369 Eh

Geometry as ORCA input:
```
! wB97M-V def2-TZVPD RIJCOSX def2/J DEFGRID3
* xyz 0 1
C -0.132 1.101 -1.439
C 0.337 -0.195 -0.816
O 0.930 -1.054 -1.414
N -0.001 -0.301 0.549
C 0.296 -1.380 1.315
O -0.188 -1.086 2.529
H -1.226 1.161 -1.416
H 0.206 1.144 -2.474
H 0.265 1.963 -0.893
H -0.495 0.488 0.964
H 0.008 -1.841 3.095
*
```


--- 2 ---
An isolated molecule of C3H5NO2, computed with ωB97M-V with the def2-TZVPD basis set.

Calculated values
HOMO energy = -9.381 eV
SMILES string = [H]/N=C/C(=O)OC
E_LUMO = 0.94 eV
gap between HOMO and LUMO = 0.379 Eh

Geometry as ORCA input:
```
! wB97M-V def2-TZVPD RIJCOSX def2/J DEFGRID3
* xyz 0 1
C 1.905 0.443 0.921
C 0.147 0.693 0.516
C -1.721 -0.575 -0.062
N 2.632 0.131 -0.026
O -0.401 1.661 0.849
O -0.243 -0.484 0.016
H 2.258 0.835 1.854
H -1.987 -0.888 -1.084
H -2.095 0.480 0.120
H -2.006 -1.067 0.745
H 3.525 -0.045 0.312
*
```


--- 3 ---
A cluster of 2 separate species, C3H5NO2 in total, computed with ωB97M-V with the def2-TZVPD basis set.

Calculated values
HOMO energy = -8.384 eV
SMILES string = C1=CO1.CN=O
E_LUMO = 0.15 eV
gap between HOMO and LUMO = 0.314 Eh

Geometry as ORCA input:
```
! wB97M-V def2-TZVPD RIJCOSX def2/J DEFGRID3
* xyz 0 1
C -1.589 0.887 -0.392
C -2.713 0.592 0.123
C 1.561 -0.880 0.009
N 1.785 0.527 -0.146
O 2.741 1.009 0.422
O -1.671 -0.403 0.338
H -0.768 1.320 -0.892
H -3.717 0.612 0.450
H 1.423 -1.291 -0.989
H 0.596 -0.978 0.515
H 2.352 -1.395 0.563
*
```


Sorted by energy, starting with the most stable: 1, 2, 3.


--- 1 ---
An isolated molecule of C10H21N5O4, computed with ωB97M-V with the def2-TZVPD basis set.

Calculated values
HOMO energy = -8.967 eV
SMILES string = [H]/N=C(/N)NCCC[C@H](N)C(=O)N[C@H](C(=O)O)[C@@H](C)O
E_LUMO = 0.41 eV
gap between HOMO and LUMO = 0.345 Eh

Geometry as ORCA input:
```
! wB97M-V def2-TZVPD RIJCOSX def2/J DEFGRID3
* xyz 0 1
C 2.113 0.265 -0.886
C 0.748 -0.015 -1.598
C 2.176 -0.450 0.493
C 1.132 -0.035 1.589
C 1.249 1.377 2.128
C 0.263 2.841 3.878
C -1.114 -1.327 -2.244
C -2.139 -0.981 -1.183
C -1.360 -2.774 -2.713
C -0.483 -3.167 -3.939
H 3.167 2.106 -1.057
H 1.549 2.109 -1.322
H 2.901 -0.194 -1.550
H 2.141 -1.527 0.404
H 3.176 -0.271 0.886
H 0.151 -0.123 1.130
H 1.137 -0.633 2.495
H 0.879 2.074 1.401
H 2.336 1.634 2.241
H 0.738 0.863 4.196
H 0.940 3.957 2.529
H -1.097 2.042 5.294
H -0.765 3.713 5.375
H 0.698 -2.099 -1.501
H -1.247 -0.596 -3.090
H -2.405 -2.874 -2.995
H -1.587 -3.423 -0.884
H -0.640 -4.204 -4.344
H -0.755 -2.568 -4.811
H 0.550 -3.045 -3.646
H -1.436 0.744 -1.274
N 2.294 1.707 -0.761
N 0.545 1.509 3.412
N 0.479 4.010 3.425
N -0.390 2.762 5.217
N 0.187 -1.237 -1.631
O 0.073 0.972 -1.976
O -2.944 -1.786 -0.731
O -1.014 -3.648 -1.647
O -2.083 0.293 -0.678
*
```


--- 2 ---
An isolated molecule of C10H21N5O4, computed with ωB97M-V with the def2-TZVPD basis set.

Calculated values
HOMO energy = -9.356 eV
SMILES string = [H]/N=C(\N)NCCC[C@H](N)C(=O)N[C@H](C(=O)O)[C@@H](C)O
E_LUMO = 0.39 eV
gap between HOMO and LUMO = 0.358 Eh

Geometry as ORCA input:
```
! wB97M-V def2-TZVPD RIJCOSX def2/J DEFGRID3
* xyz 0 1
C 0.592 2.093 -0.783
C -0.132 0.974 0.139
C 1.985 1.439 -1.128
C 2.871 1.279 0.167
C 3.330 -0.222 0.584
C 2.064 -2.330 0.296
C -2.068 -0.457 0.402
C -2.536 -1.709 -0.491
C -3.277 0.309 0.931
C -3.822 1.120 -0.264
H 0.384 3.207 1.044
H -0.040 4.122 -0.619
H -0.004 2.332 -1.740
H 1.658 0.437 -1.402
H 2.418 2.076 -1.897
H 3.748 1.820 -0.016
H 2.431 1.744 1.037
H 4.041 -0.096 1.465
H 3.878 -0.692 -0.175
H 1.271 -0.998 1.296
H 0.815 -3.648 -0.644
H 3.073 -3.779 -0.585
H 3.896 -3.098 0.807
H -1.622 0.770 -1.343
H -1.622 -0.760 1.319
H -3.050 0.969 1.822
H -4.345 -1.197 0.626
H -3.834 0.723 -1.460
H -5.091 1.163 0.024
H -3.206 2.085 -0.291
H -0.592 -2.209 -0.560
N 0.727 3.350 -0.052
N 2.282 -1.203 0.992
N 0.845 -2.718 -0.027
N 3.274 -2.971 -0.063
N -1.147 0.301 -0.402
O 0.300 0.716 1.265
O -3.673 -2.031 -0.720
O -4.284 -0.558 1.467
O -1.539 -2.355 -1.021
*
```


Sorted by energy, starting with the most stable: 1, 2.


--- 1 ---
A cluster of 2 separate species, CH2N2O3 in total, computed with ωB97M-V with the def2-TZVPD basis set.

Calculated values
HOMO energy (alpha / beta) = -9.824 / -9.823 eV
E_LUMO (alpha / beta) = -0.24 / -0.24 eV
gap between HOMO and LUMO (alpha / beta) = 0.352 / 0.352 Eh

Geometry as ORCA input:
```
! wB97M-V def2-TZVPD RIJCOSX def2/J DEFGRID3
* xyz 0 1
C 1.153 0.064 -0.100
N 0.046 0.894 -0.395
N -1.460 -0.279 -0.069
O -2.459 0.063 -0.607
O -1.165 -1.178 0.598
O 0.697 0.988 0.811
H 1.162 -1.024 0.259
H 2.025 0.472 -0.496
*
```


--- 2 ---
An isolated molecule of CH2N2O3, computed with ωB97M-V with the def2-TZVPD basis set.

Calculated values
HOMO energy = -10.639 eV
SMILES string = O=NO/N=C\O
E_LUMO = -0.50 eV
gap between HOMO and LUMO = 0.373 Eh

Geometry as ORCA input:
```
! wB97M-V def2-TZVPD RIJCOSX def2/J DEFGRID3
* xyz 0 1
C 1.043 0.494 -0.016
N 0.077 1.319 0.013
N -1.171 -0.461 -0.025
O -1.225 0.866 0.066
O 1.164 -0.843 -0.053
O -2.193 -1.098 0.036
H 1.970 1.055 -0.026
H 0.336 -1.332 0.004
*
```


Sorted by energy, starting with the most stable: 2, 1.